C4H5F3O in the gas phase. Source: OMol25; level of theory: the ωB97M-V functional and the def2-TZVPD basis.

CARTESIAN COORDINATES (ANGSTROEM)
C1 -1.287 -0.665 -1.203
C2 -0.978 -0.252 0.001
C3 0.400 -0.434 0.530
C4 1.233 0.822 0.074
O1 0.504 -0.464 1.918
F1 1.297 0.855 -1.293
F2 2.428 0.948 0.553
F3 0.554 1.929 0.451
H1 -2.206 -0.200 -1.632
H2 -0.614 -1.170 -1.993
H3 -1.861 0.099 0.365
H4 0.879 -1.325 -0.065
H5 -0.351 -0.144 2.293

HOMO level ... -10.41 eV
Largest force on an atom ... 3.677 eV/A
Charge ... 0
Relative energy (zero: lowest compared OMol25 entry of this formula, charge and spin) ... 39.94 kJ/mol
Multiplicity ... 1
SMILES ... C=C[C@H](O)C(F)(F)F


C5H10O in the gas phase. Source: OMol25; level of theory: the ωB97M-V functional and the def2-TZVPD basis.

CARTESIAN COORDINATES (ANGSTROEM)
O1 2.383 0.075 0.098
C1 1.636 0.769 0.736
C2 0.422 0.204 1.415
C3 -0.322 -0.915 0.597
C4 -0.358 -0.757 -0.914
C5 -1.019 0.531 -1.423
H1 1.906 1.833 0.823
H2 0.733 -0.122 2.411
H3 -0.323 0.975 1.638
H4 0.182 -1.847 0.822
H5 -1.329 -0.899 1.014
H6 0.598 -0.864 -1.415
H7 -0.919 -1.629 -1.273
H8 -2.103 0.482 -1.295
H9 -0.699 1.364 -0.789
H10 -0.786 0.799 -2.445

HOMO level ... -9.75 eV
Largest force on an atom ... 1.615 eV/A
Charge ... 0
Relative energy (zero: lowest compared OMol25 entry of this formula, charge and spin) ... 65.33 kJ/mol
Multiplicity ... 1
SMILES ... CCCCC=O


A gas-phase ion, C10H12N (charge +1). Source: OMol25; level of theory: the ωB97M-V functional and the def2-TZVPD basis.

CARTESIAN COORDINATES (ANGSTROEM)
C1 3.126 0.721 -0.002
C2 2.989 -0.669 0.015
C3 1.975 1.489 -0.008
C4 1.752 -1.244 0.009
C5 0.730 0.898 -0.003
C6 -1.712 0.796 0.015
C7 -0.600 -1.020 -0.011
C8 -0.562 1.657 -0.005
C9 -3.145 0.873 0.013
C10 -1.139 -2.365 -0.007
N1 0.603 -0.483 -0.003
H1 4.098 1.181 -0.011
H2 3.859 -1.305 0.035
H3 2.028 2.567 -0.014
H4 1.614 -2.313 0.013
H5 -0.563 2.353 0.844
H6 -0.587 2.302 -0.895
H7 -3.499 1.380 -0.891
H8 -3.498 1.466 0.864
H9 -3.605 -0.114 0.058
H10 -2.208 -2.340 0.204
H11 -0.653 -2.979 0.757
H12 -1.002 -2.851 -0.978

HOMO level (spin up / spin down) ... -11.65 / -11.64 eV
Largest force on an atom ... 6.756 eV/A
Charge ... +1
Relative energy (zero: lowest compared OMol25 entry of this formula, charge and spin) ... 410.10 kJ/mol
Multiplicity ... 1


A molecular structure, C29H27CsFIN5O3S3. Source: OMol25; level of theory: the ωB97M-V functional and the def2-TZVPD basis.

CARTESIAN COORDINATES (ANGSTROEM)
Cs1 -1.149 -0.930 -1.709
C1 -3.702 2.239 -3.631
C2 -4.718 1.840 -2.551
S1 -4.101 0.585 -1.420
C3 -4.426 1.232 0.220
C4 -3.770 2.565 0.581
S2 -1.981 2.584 0.351
C5 -1.781 4.080 -0.622
C6 -2.496 4.145 -1.977
S3 -2.071 2.796 -3.085
H1 -4.165 2.983 -4.284
H2 -3.471 1.371 -4.251
H3 -5.612 1.477 -3.061
H4 -5.033 2.711 -1.973
H5 -4.036 0.448 0.877
H6 -5.499 1.296 0.417
H7 -4.016 2.789 1.622
H8 -4.210 3.372 -0.007
H9 -0.702 4.159 -0.780
H10 -2.064 4.964 -0.042
H11 -2.253 5.109 -2.432
H12 -3.575 4.156 -1.825
C7 2.123 -3.984 5.057
C8 1.457 -2.637 5.290
C9 2.101 -1.825 6.405
C10 3.517 -1.424 6.025
C11 3.546 -0.771 4.668
C12 4.575 0.068 4.302
C13 4.587 0.656 3.043
F1 5.630 1.466 2.737
C14 3.595 0.449 2.132
C15 2.533 -0.395 2.479
C16 1.458 -0.620 1.483
O1 1.491 -0.064 0.387
C17 0.396 -1.508 1.910
C18 0.458 -2.057 3.140
N1 1.444 -1.837 4.059
C19 2.509 -1.007 3.736
C20 -0.713 -1.862 0.948
O2 -0.369 -2.602 -0.003
O3 -1.837 -1.341 1.125
H13 2.127 -4.577 5.975
H14 3.155 -3.870 4.722
H15 1.593 -4.549 4.289
H16 0.407 -2.796 5.543
H17 2.102 -2.415 7.324
H18 1.494 -0.935 6.588
H19 4.161 -2.309 6.016
H20 3.945 -0.750 6.770
H21 5.384 0.281 4.990
H22 3.595 0.908 1.153
H23 -0.326 -2.723 3.482
N2 -2.012 -0.614 -4.343
C21 -2.484 -1.447 -4.997
C22 -3.079 -2.473 -5.756
C23 -2.322 -3.177 -6.726
N3 -1.706 -3.753 -7.516
C24 -4.471 -2.709 -5.620
N4 -5.607 -2.894 -5.511
I1 5.169 -1.535 -3.521
C25 3.597 -0.239 -3.865
C26 3.637 0.686 -4.896
C27 2.549 1.527 -5.060
C28 1.473 1.408 -4.194
N5 1.432 0.517 -3.207
C29 2.475 -0.292 -3.046
H24 4.495 0.744 -5.553
H25 2.525 2.263 -5.852
H26 0.600 2.042 -4.302
H27 2.422 -0.996 -2.222

HOMO level ... -4.83 eV
Largest force on an atom ... 1.680 eV/A
Charge ... -1
Relative energy (zero: lowest compared OMol25 entry of this formula, charge and spin) ... 85.57 kJ/mol
Multiplicity ... 1


5 unconnected molecules or ions with the total composition C41H82I2N7O5. Source: OMol25; level of theory: the ωB97M-V functional and the def2-TZVPD basis.

CARTESIAN COORDINATES (ANGSTROEM)
C1 4.098 -0.392 -2.530
C2 2.996 -1.325 -3.086
C3 1.586 -0.764 -2.878
I1 0.202 -2.334 -3.339
C4 1.342 0.521 -3.640
C5 2.096 0.769 -4.741
N1 1.973 1.898 -5.465
C6 2.810 2.092 -6.655
C7 3.929 3.094 -6.377
O1 4.270 3.305 -5.258
I2 4.782 4.039 -8.075
C8 1.116 2.874 -5.105
N2 1.087 3.998 -5.941
C9 1.542 5.078 -5.543
O2 1.831 6.117 -5.225
C10 0.325 2.696 -3.985
C11 -0.581 3.818 -3.542
C12 0.120 4.766 -2.520
C13 1.459 4.228 -2.070
N3 1.485 3.429 -0.937
O3 2.494 4.492 -2.654
C14 0.402 1.511 -3.260
O4 -0.349 1.291 -2.166
C15 -1.786 1.152 -2.354
C16 -2.245 0.334 -3.573
C17 -2.902 1.195 -4.667
O5 -3.250 -0.576 -3.122
H1 4.700 0.007 -3.338
H2 3.630 0.414 -1.968
H3 4.723 -0.946 -1.841
H4 3.026 -2.284 -2.580
H5 3.170 -1.569 -4.131
H6 1.531 -0.532 -1.819
H7 2.841 0.085 -5.098
H8 2.187 2.377 -7.495
H9 3.245 1.129 -6.906
H10 -0.795 4.419 -4.420
H11 -1.540 3.501 -3.169
H12 0.263 5.752 -2.941
H13 -0.505 4.904 -1.638
H14 2.340 2.885 -0.968
H15 0.665 2.841 -0.840
H16 -2.323 2.098 -2.354
H17 -2.146 0.630 -1.475
H18 -1.484 -0.303 -4.001
H19 -3.959 1.263 -4.427
H20 -2.839 0.723 -5.643
H21 -2.505 2.206 -4.719
H22 -3.885 -0.103 -2.573
C18 -1.929 -8.860 -7.178
C19 -0.789 -8.016 -6.629
N4 -1.160 -6.632 -6.398
C20 -0.025 -5.765 -6.151
C21 0.812 -6.007 -4.888
C22 -2.314 -6.421 -5.541
C23 -2.272 -6.998 -4.120
H23 -2.343 -8.415 -8.083
H24 -1.561 -9.856 -7.429
H25 -2.734 -8.986 -6.453
H26 0.021 -8.030 -7.364
H27 -0.394 -8.500 -5.723
H28 -0.372 -4.726 -6.152
H29 0.642 -5.841 -7.017
H30 0.297 -5.669 -3.989
H31 1.744 -5.440 -4.954
H32 1.080 -7.056 -4.761
H33 -3.189 -6.835 -6.047
H34 -2.514 -5.347 -5.486
H35 -1.893 -8.020 -4.098
H36 -3.281 -7.017 -3.702
H37 -1.663 -6.393 -3.448
C24 -2.673 3.272 0.675
C25 -1.550 4.209 1.097
N5 -1.969 5.589 1.223
C26 -0.855 6.516 1.344
C27 0.040 6.410 2.584
C28 -3.096 5.829 2.111
C29 -2.967 5.379 3.571
H38 -3.146 3.624 -0.246
H39 -2.273 2.274 0.493
H40 -3.440 3.173 1.442
H41 -0.769 4.168 0.332
H42 -1.096 3.822 2.020
H43 -1.240 7.536 1.271
H44 -0.222 6.387 0.459
H45 -0.447 6.806 3.473
H46 0.947 6.998 2.430
H47 0.350 5.383 2.784
H48 -3.974 5.340 1.682
H49 -3.337 6.894 2.084
H50 -2.545 4.377 3.661
H51 -3.955 5.358 4.035
H52 -2.356 6.063 4.158
C30 0.092 0.128 1.333
C31 -0.367 0.425 2.751
N6 -1.661 -0.150 3.055
C32 -2.238 0.357 4.290
C33 -1.509 0.048 5.600
C34 -1.781 -1.583 2.841
C35 -0.814 -2.506 3.593
H53 -0.660 0.440 0.605
H54 1.016 0.672 1.119
H55 0.297 -0.933 1.184
H56 -0.444 1.508 2.859
H57 0.418 0.101 3.452
H58 -3.270 0.005 4.365
H59 -2.317 1.446 4.193
H60 -1.645 -0.989 5.904
H61 -1.914 0.668 6.402
H62 -0.440 0.256 5.537
H63 -1.669 -1.776 1.770
H64 -2.808 -1.882 3.064
H65 0.215 -2.144 3.561
H66 -0.824 -3.497 3.136
H67 -1.099 -2.636 4.636
C36 -0.043 -0.465 9.069
C37 1.351 -0.859 9.528
N7 1.739 -2.183 9.080
C38 2.937 -2.685 9.731
C39 4.258 -1.945 9.484
C40 1.650 -2.412 7.650
C41 2.450 -1.491 6.718
H68 -0.782 -1.209 9.372
H69 -0.326 0.490 9.515
H70 -0.095 -0.346 7.987
H71 1.363 -0.852 10.621
H72 2.062 -0.081 9.206
H73 3.065 -3.737 9.464
H74 2.747 -2.688 10.809
H75 4.657 -2.145 8.491
H76 5.006 -2.286 10.202
H77 4.156 -0.867 9.609
H78 0.596 -2.348 7.363
H79 1.924 -3.451 7.447
H80 2.360 -0.440 6.997
H81 2.073 -1.590 5.696
H82 3.507 -1.751 6.693

HOMO level ... -9.24 eV
Largest force on an atom ... 2.316 eV/A
Charge ... +1
Multiplicity ... 1


A molecular structure, C41H48BCl2N8S3V. Source: OMol25; level of theory: the ωB97M-V functional and the def2-TZVPD basis.

CARTESIAN COORDINATES (ANGSTROEM)
V1 0.230 1.012 0.188
C1 3.594 1.383 2.784
C2 2.800 2.490 2.148
C3 2.504 3.699 3.006
C4 1.086 4.110 2.966
N1 0.206 3.533 2.213
N2 0.554 2.698 1.221
B1 -1.708 0.707 1.075
N3 -2.204 0.300 2.433
N4 -2.444 0.857 3.614
C5 -2.864 0.074 4.587
C6 -2.995 -1.321 4.436
C7 -2.802 -1.903 3.192
C8 -2.966 -3.359 2.912
C9 -2.457 -1.015 2.184
S1 -2.286 -1.155 0.491
C10 -3.350 0.727 5.875
C11 -2.989 -0.113 7.108
C12 -4.881 0.817 5.764
C13 -2.773 2.130 6.043
N5 -2.398 1.818 0.395
N6 -3.154 2.664 1.098
C14 -3.759 3.657 0.507
C15 -3.713 3.840 -0.887
C16 -2.935 2.971 -1.641
C17 -2.794 3.091 -3.123
C18 -2.246 1.959 -0.971
S2 -1.214 0.855 -1.754
C19 -4.452 4.639 1.430
C20 -5.959 4.669 1.161
C21 -4.194 4.214 2.876
C22 -3.840 6.026 1.195
C23 1.812 2.243 1.078
S3 4.103 -0.122 -0.004
C24 0.560 5.177 3.906
C25 -0.408 4.517 4.890
C26 1.661 5.897 4.686
C27 -0.197 6.213 3.068
H1 4.337 1.799 3.460
H2 2.924 0.728 3.345
H3 4.106 0.776 2.040
H4 2.962 3.723 3.989
H5 -3.278 -1.945 5.266
H6 -3.541 -3.847 3.698
H7 -3.456 -3.494 1.949
H8 -1.982 -3.824 2.847
H9 -3.568 -1.033 7.149
H10 -1.932 -0.368 7.105
H11 -3.207 0.452 8.013
H12 -5.314 -0.172 5.626
H13 -5.301 1.256 6.668
H14 -5.161 1.436 4.915
H15 -1.696 2.083 6.172
H16 -2.989 2.728 5.166
H17 -3.209 2.609 6.919
H18 -4.259 4.638 -1.365
H19 -3.232 4.022 -3.472
H20 -1.742 3.045 -3.406
H21 -3.290 2.253 -3.611
H22 -6.390 3.688 1.346
H23 -6.442 5.388 1.821
H24 -6.171 4.951 0.132
H25 -4.629 3.235 3.056
H26 -3.123 4.138 3.043
H27 -4.621 4.936 3.568
H28 -4.144 6.437 0.234
H29 -4.153 6.710 1.981
H30 -2.755 5.957 1.210
H31 0.132 3.839 5.550
H32 -0.907 5.270 5.497
H33 -1.146 3.944 4.338
H34 2.133 5.238 5.410
H35 2.424 6.294 4.022
H36 1.220 6.728 5.235
H37 -0.936 5.704 2.456
H38 -0.703 6.933 3.711
H39 0.492 6.750 2.417
Cl1 0.681 -1.812 2.688
C28 1.260 -2.559 1.250
C29 1.754 -3.841 1.195
C30 2.187 -4.347 -0.025
C31 2.133 -3.577 -1.182
C32 1.649 -2.291 -1.113
Cl2 1.542 -1.243 -2.464
C33 1.193 -1.738 0.106
N7 0.720 -0.516 0.155
H40 1.811 -4.442 2.090
H41 2.570 -5.354 -0.069
H42 2.466 -3.978 -2.128
C34 1.414 2.305 -1.286
C35 2.296 2.054 -0.257
C36 3.671 1.570 -0.617
C37 4.956 2.253 -0.276
C38 5.473 3.085 0.730
C39 4.885 3.830 1.747
C40 3.424 3.839 1.813
C41 6.880 3.242 0.628
N8 8.013 3.404 0.525
H43 1.702 2.116 -2.314
H44 0.611 3.026 -1.147
H45 3.668 1.439 -1.707
H46 5.723 1.904 -0.961
H47 5.504 4.342 2.471
H48 2.967 4.337 0.954

HOMO level (spin up / spin down) ... -3.27 / -3.73 eV
Largest force on an atom ... 2.712 eV/A
Charge ... -1
⟨S²⟩ ... 3.848
Relative energy (zero: lowest compared OMol25 entry of this formula, charge and spin) ... 52.98 kJ/mol
Multiplicity ... 4


A molecular structure, C33H52N3O3P2Pt. Source: OMol25; level of theory: the ωB97M-V functional and the def2-TZVPD basis.

CARTESIAN COORDINATES (ANGSTROEM)
C1 2.855 1.316 -0.247
C2 2.440 0.248 -2.336
C3 4.053 1.768 -0.786
C4 3.827 0.341 -2.704
C5 4.594 1.253 -1.979
H1 4.543 2.516 -0.164
H2 4.179 -0.158 -3.618
H3 5.568 1.635 -2.313
N1 2.051 0.635 -1.045
P1 1.211 0.438 1.906
P2 -0.329 -0.366 -2.505
C6 2.391 1.620 1.162
H4 3.290 1.673 1.764
H5 1.933 2.606 1.085
C7 -1.420 -0.168 0.521
O1 -2.334 -0.558 1.122
C8 1.414 -0.177 -3.237
H6 1.707 -0.761 -4.135
C9 -1.350 -2.078 -2.763
C10 -0.719 0.984 -3.800
C11 2.400 -0.804 2.748
C12 0.400 1.472 3.316
C13 -1.881 -2.758 -1.490
H7 -2.513 -2.118 -0.876
H8 -2.519 -3.601 -1.794
H9 -1.079 -3.153 -0.865
C14 -2.599 -1.749 -3.584
H10 -3.244 -1.036 -3.058
H11 -2.375 -1.376 -4.583
H12 -3.193 -2.660 -3.713
C15 -0.425 -3.096 -3.455
H13 -0.954 -4.057 -3.570
H14 -0.121 -2.752 -4.450
H15 0.471 -3.298 -2.846
C16 -2.187 1.380 -3.775
H16 -2.557 1.486 -2.743
H17 -2.275 2.363 -4.269
H18 -2.845 0.697 -4.329
C17 0.112 2.250 -3.449
H19 -0.134 2.592 -2.434
H20 1.199 2.106 -3.475
H21 -0.095 3.070 -4.155
C18 -0.309 0.358 -5.157
H22 -0.181 -0.734 -5.132
H23 -1.033 0.536 -5.962
H24 0.646 0.795 -5.461
C19 -0.366 0.539 4.270
H25 -0.931 1.160 4.982
H26 -1.087 -0.080 3.719
H27 0.288 -0.105 4.871
C20 -0.631 2.382 2.639
H28 -0.170 3.072 1.925
H29 -1.389 1.792 2.113
H30 -1.139 2.980 3.410
C21 1.344 2.372 4.130
H31 0.711 3.038 4.737
H32 1.973 1.829 4.840
H33 1.977 3.002 3.493
C22 3.534 -1.229 1.801
H34 4.167 -1.950 2.345
H35 3.181 -1.718 0.891
H36 4.180 -0.378 1.542
C23 1.556 -2.006 3.181
H37 1.111 -2.516 2.325
H38 2.196 -2.741 3.690
H39 0.721 -1.736 3.832
C24 3.103 -0.261 3.998
H40 3.669 0.655 3.795
H41 2.427 -0.114 4.847
H42 3.833 -1.023 4.312
Pt1 0.191 0.115 -0.323
N2 0.785 -2.841 0.510
C25 1.578 -3.692 0.315
C26 2.364 -4.567 -0.511
C27 2.517 -5.937 -0.136
C28 2.928 -4.139 -1.731
C29 3.468 -6.711 -0.786
H43 1.954 -6.370 0.710
C30 3.856 -4.964 -2.410
H44 2.751 -3.156 -2.201
C31 4.169 -6.257 -1.926
H45 3.730 -7.703 -0.365
H46 4.361 -4.597 -3.340
H47 4.931 -6.873 -2.432
N3 -2.448 5.273 -0.032
C32 -3.062 4.007 -0.549
C33 -1.921 3.006 -0.482
O2 -2.275 1.787 -0.550
O3 -0.770 3.488 -0.344
H48 -2.699 5.382 0.961
H49 -2.793 6.101 -0.524
H50 -1.407 5.111 -0.133
H51 -3.891 3.693 0.077
H52 -3.384 4.156 -1.580

HOMO level (spin up / spin down) ... -12.81 / -16.66 eV
Largest force on an atom ... 6.004 eV/A
Charge ... +3
⟨S²⟩ ... 6.083
Relative energy (zero: lowest compared OMol25 entry of this formula, charge and spin) ... 212.06 kJ/mol
Multiplicity ... 5